Entry 1:
Formula: C32H74N10O9P
Source: OMol25
Level of theory: the ωB97M-V functional and the def2-TZVPD basis

Atoms and positions in Å:
C1 -5.488 4.555 0.204
C2 -6.488 3.437 0.717
C3 -5.661 2.227 1.246
C4 -6.539 1.029 1.759
N1 -5.760 -0.087 2.345
C5 -5.033 0.315 3.590
C6 -4.970 -1.032 4.380
N2 -3.848 -1.690 4.335
C7 -2.891 -0.886 3.536
P1 -1.797 -1.722 2.257
O1 -0.431 -1.985 2.897
C8 -3.508 0.487 3.066
H1 -6.106 5.404 -0.184
H2 -4.844 4.961 1.017
H3 -4.854 4.213 -0.644
H4 -7.157 3.201 -0.140
H5 -7.094 3.918 1.520
H6 -4.976 1.822 0.460
H7 -5.020 2.577 2.095
H8 -7.365 1.370 2.443
H9 -7.044 0.609 0.848
H10 -6.374 -0.868 2.595
H11 -5.528 1.190 4.063
H12 -5.885 -1.355 4.933
H13 -3.643 -2.590 4.764
H14 -2.143 -0.569 4.314
H15 -1.594 -0.744 1.228
H16 -2.362 -2.903 1.699
H17 -3.540 0.483 1.957
H18 -2.975 1.357 3.501
C9 -8.610 -1.239 -1.657
O2 -8.781 -0.455 -0.742
N3 -7.471 -1.940 -1.888
C10 -7.345 -2.860 -3.003
C11 -6.346 -1.762 -0.991
H19 -9.400 -1.447 -2.395
H20 -7.132 -3.862 -2.623
H21 -6.524 -2.536 -3.647
H22 -8.264 -2.889 -3.586
H23 -6.652 -2.031 0.023
H24 -6.045 -0.712 -0.998
H25 -5.509 -2.385 -1.301
C12 2.863 -5.541 5.114
O3 2.951 -6.227 6.110
N4 2.219 -4.349 5.044
C13 2.150 -3.577 3.817
C14 1.577 -3.832 6.237
H26 3.316 -5.844 4.156
H27 2.611 -2.600 3.986
H28 1.106 -3.441 3.540
H29 2.674 -4.084 3.007
H30 2.322 -3.708 7.025
H31 0.824 -4.545 6.581
H32 1.104 -2.874 6.026
C15 6.578 0.936 3.869
O4 6.910 1.596 2.904
N5 6.122 -0.337 3.818
C16 5.740 -1.069 5.009
C17 6.010 -0.987 2.524
H33 6.625 1.339 4.894
H34 6.358 -1.966 5.091
H35 4.689 -1.355 4.924
H36 5.875 -0.459 5.901
H37 6.991 -1.014 2.053
H38 5.333 -0.414 1.890
H39 5.633 -2.002 2.640
C18 5.546 -0.249 -1.624
O5 4.991 -0.909 -0.763
N6 6.748 0.353 -1.494
C19 7.346 1.123 -2.568
C20 7.458 0.219 -0.234
H40 5.088 -0.087 -2.612
H41 8.306 0.679 -2.838
H42 7.504 2.150 -2.229
H43 6.698 1.133 -3.445
H44 7.637 -0.840 -0.037
H45 6.841 0.625 0.567
H46 8.407 0.750 -0.271
C21 2.226 3.946 -1.817
O6 1.286 4.700 -1.957
N7 2.265 2.906 -0.945
C22 3.420 2.038 -0.823
C23 1.109 2.657 -0.108
H47 3.150 4.051 -2.406
H48 3.124 1.012 -1.052
H49 3.799 2.086 0.200
H50 4.210 2.342 -1.510
H51 0.238 2.469 -0.740
H52 0.909 3.538 0.506
H53 1.288 1.796 0.535
C24 3.209 -0.745 -4.582
O7 3.524 -0.077 -5.547
N8 2.765 -2.022 -4.627
C25 2.407 -2.754 -3.428
C26 2.644 -2.674 -5.919
H54 3.263 -0.343 -3.557
H55 3.036 -3.643 -3.348
H56 1.358 -3.055 -3.489
H57 2.551 -2.137 -2.540
H58 3.620 -2.692 -6.406
H59 1.955 -2.107 -6.541
H60 2.276 -3.691 -5.799
C27 -4.310 3.808 4.541
O8 -3.736 2.834 5.007
N9 -3.862 5.076 4.607
C28 -4.600 6.184 4.028
C29 -2.601 5.341 5.278
H61 -5.273 3.719 4.012
H62 -3.981 6.674 3.274
H63 -4.849 6.900 4.814
H64 -5.521 5.835 3.561
H65 -1.803 4.784 4.784
H66 -2.666 5.009 6.316
H67 -2.374 6.405 5.250
C30 3.548 -3.092 -10.121
O9 3.651 -3.772 -9.119
N10 2.892 -1.909 -10.192
C31 2.805 -1.146 -11.420
C32 2.257 -1.396 -8.993
H68 3.996 -3.397 -11.080
H69 3.258 -0.163 -11.267
H70 1.755 -1.022 -11.696
H71 3.327 -1.655 -12.230
H72 3.012 -1.263 -8.218
H73 1.517 -2.119 -8.643
H74 1.770 -0.444 -9.197

Computed properties:
LUMO level ... -4.601 eV
Largest force on an atom ... 4.02 eV Å⁻¹
Kohn-Sham gap ... 5.68 eV
Total charge ... +1
Multiplicity ... 1
Calculated total energy ... -76993.5385 eV

Mulliken atomic charge list, values in e, 6 entries: number 1, C, carries -1.138; number 2, C, carries -0.459; number 3, C, carries 0.070; number 4, C, carries -0.643; number 5, N, carries -0.192; number 6, C, carries 0.369

***

Entry 2:
Formula: C32H75F6FeNO24P5S2
Source: OMol25
Level of theory: the ωB97M-V functional and the def2-TZVPD basis

Atoms and positions in Å:
Fe1 -0.275 0.826 -0.627
C1 -0.395 2.792 -4.606
F1 -0.513 1.649 -5.247
F2 0.881 3.017 -4.156
F3 -0.865 3.782 -5.341
S1 -1.393 2.693 -2.945
O1 -2.166 3.939 -2.906
O2 -2.286 1.522 -3.116
N1 -0.252 2.495 -1.568
S2 0.170 4.064 -1.370
O3 0.309 4.928 -2.569
O4 -0.640 4.616 -0.266
C2 1.985 3.980 -0.602
F4 1.962 3.128 0.477
F5 2.692 3.422 -1.515
F6 2.568 5.190 -0.348
C3 1.422 -4.961 -3.500
C4 1.362 -3.524 -4.063
O5 0.612 -2.767 -3.153
P1 0.363 -1.149 -3.414
O6 -0.131 -0.422 -2.198
O7 -0.591 -1.104 -4.756
C5 -1.919 -1.616 -4.593
C6 -2.387 -2.262 -5.857
O8 1.786 -0.565 -3.832
C7 2.122 -0.387 -5.221
C8 3.571 -0.808 -5.466
H1 0.386 -5.248 -3.324
H2 1.783 -5.684 -4.232
H3 2.010 -5.048 -2.585
H4 2.342 -3.049 -4.106
H5 0.956 -3.382 -5.064
H6 -1.963 -2.331 -3.771
H7 -2.581 -0.820 -4.253
H8 -3.220 -1.636 -6.177
H9 -1.708 -2.299 -6.709
H10 -2.920 -3.194 -5.670
H11 1.512 -1.155 -5.697
H12 1.807 0.579 -5.615
H13 4.015 -0.293 -4.614
H14 3.721 -1.887 -5.427
H15 3.975 -0.400 -6.392
C9 -5.338 -0.009 -2.620
C10 -5.640 0.650 -1.323
O9 -4.658 1.640 -1.031
P2 -3.609 1.483 0.210
O10 -2.214 1.046 -0.228
O11 -3.533 2.994 0.902
C11 -4.559 3.972 0.793
C12 -3.980 4.889 -0.341
O12 -4.349 0.593 1.342
C13 -5.569 0.920 1.934
C14 -6.177 -0.409 2.220
H16 -6.007 -0.840 -2.842
H17 -5.624 0.630 -3.456
H18 -4.328 -0.417 -2.646
H19 -6.663 1.012 -1.217
H20 -5.440 -0.194 -0.663
H21 -5.566 3.564 0.707
H22 -4.534 4.506 1.743
H23 -4.486 5.848 -0.452
H24 -2.928 5.164 -0.254
H25 -3.962 4.346 -1.286
H26 -5.422 1.426 2.888
H27 -6.260 1.442 1.273
H28 -5.455 -1.189 2.461
H29 -6.743 -0.435 3.151
H30 -6.689 -0.800 1.341
C15 1.562 -0.336 5.679
C16 1.555 0.787 4.639
O13 0.843 0.651 3.414
P3 -0.051 1.856 2.744
O14 -0.014 1.724 1.245
O15 -1.522 1.670 3.448
C17 -1.742 1.285 4.764
C18 -3.230 1.194 4.860
O16 0.684 3.176 3.396
C19 0.064 4.459 3.651
C20 -1.365 4.669 2.997
H31 0.538 -0.658 5.868
H32 2.251 -1.162 5.501
H33 1.951 0.069 6.613
H34 0.942 1.520 5.163
H35 2.567 1.156 4.474
H36 -1.227 0.364 5.035
H37 -1.430 2.176 5.309
H38 -3.639 0.744 5.766
H39 -3.719 2.168 4.828
H40 -3.696 0.613 4.064
H41 0.113 4.691 4.715
H42 0.733 5.172 3.168
H43 -1.793 5.652 3.194
H44 -1.565 4.427 1.953
H45 -2.029 4.021 3.569
C21 5.062 0.886 2.685
C22 3.972 1.039 1.541
O17 3.747 -0.056 0.679
P4 3.096 0.135 -0.748
O18 1.685 0.658 -0.804
O19 4.279 0.961 -1.564
C23 5.667 0.658 -1.362
C24 6.301 1.148 -2.709
O20 3.161 -1.340 -1.382
C25 3.996 -2.377 -0.750
C26 4.946 -3.011 -1.739
H46 4.860 0.020 3.316
H47 6.011 0.731 2.171
H48 5.145 1.824 3.233
H49 2.976 1.206 1.952
H50 4.213 1.912 0.935
H51 6.051 1.166 -0.477
H52 5.910 -0.387 -1.172
H53 7.373 0.952 -2.703
H54 5.780 0.751 -3.581
H55 6.073 2.213 -2.672
H56 4.586 -1.967 0.070
H57 3.303 -3.095 -0.311
H58 5.605 -3.707 -1.219
H59 4.357 -3.471 -2.532
H60 5.656 -2.309 -2.176
C27 -0.018 -5.720 -0.304
C28 0.234 -4.111 -0.297
O21 -0.310 -3.512 0.842
P5 -0.042 -2.010 1.492
O22 -0.283 -0.810 0.592
O23 -0.908 -2.007 2.892
C29 -2.278 -2.415 3.011
C30 -2.609 -2.330 4.510
O24 1.510 -2.054 2.024
C31 1.784 -2.962 3.106
C32 3.301 -2.992 3.236
H61 -1.047 -6.074 -0.246
H62 0.424 -6.106 -1.223
H63 0.325 -6.326 0.534
H64 1.320 -4.040 -0.355
H65 -0.306 -3.794 -1.189
H66 -2.969 -1.788 2.447
H67 -2.358 -3.462 2.719
H68 -3.683 -2.143 4.512
H69 -2.467 -3.283 5.020
H70 -2.212 -1.460 5.034
H71 1.238 -2.664 4.002
H72 1.312 -3.905 2.831
H73 3.727 -3.377 2.310
H74 3.729 -2.040 3.550
H75 3.625 -3.702 3.997

Computed properties:
LUMO level (alpha / beta) ... -3.528 / -6.866 eV
Largest force on an atom ... 6.10 eV Å⁻¹
Kohn-Sham gap (alpha / beta) ... 11.13 / 7.76 eV
Total charge ... +2
Multiplicity ... 6
Calculated total energy ... -203833.4409 eV

Mulliken atomic charge list, values in e, 6 entries: number 1, Fe, carries 0.916; number 2, C, carries 0.579; number 3, F, carries -0.134; number 4, F, carries -0.196; number 5, F, carries -0.179; number 6, S, carries 0.238

***

Entry 3:
Formula: C32H76BN10O13
Source: OMol25
Level of theory: the ωB97M-V functional and the def2-TZVPD basis

Atoms and positions in Å:
C1 1.237 0.961 -2.510
N1 1.634 0.932 -3.910
C2 1.696 -0.402 -4.490
C3 0.527 -1.323 -4.162
O1 0.563 -1.939 -2.899
B1 -0.874 -2.002 -2.505
O2 -1.714 -1.575 -3.645
C4 -0.926 -0.940 -4.629
C5 -1.431 0.536 -4.564
O3 -2.412 0.724 -3.532
O4 -2.555 2.147 -3.479
H1 1.919 0.410 -1.855
H2 0.223 0.605 -2.353
H3 1.243 2.005 -2.188
H4 2.488 1.448 -4.069
H5 2.601 -0.922 -4.130
H6 1.803 -0.341 -5.579
H7 0.738 -2.190 -4.828
H8 -1.244 -3.013 -1.935
H9 -0.988 -1.077 -1.651
H10 -1.178 -1.332 -5.618
H11 -0.660 1.300 -4.476
H12 -1.957 0.738 -5.511
H13 -3.494 2.328 -3.326
C6 -3.758 -5.706 -1.850
C7 -2.734 -5.294 -0.818
O5 -2.426 -4.133 -0.638
N2 -2.136 -6.274 -0.079
C8 -2.339 -7.704 -0.129
H14 -4.125 -4.813 -2.347
H15 -3.306 -6.360 -2.597
H16 -4.598 -6.216 -1.374
H17 -1.471 -5.914 0.587
H18 -2.674 -8.057 0.849
H19 -1.395 -8.201 -0.369
H20 -3.079 -7.972 -0.877
C9 2.206 3.189 2.614
C10 1.861 3.057 1.151
O6 2.411 2.262 0.408
N3 0.885 3.878 0.669
C11 0.126 4.879 1.390
H21 2.991 2.477 2.853
H22 2.564 4.189 2.829
H23 1.337 2.970 3.233
H24 0.694 3.742 -0.312
H25 -0.939 4.638 1.335
H26 0.282 5.858 0.929
H27 0.426 4.927 2.433
C12 2.834 6.113 6.626
C13 2.572 6.237 5.145
O7 1.938 5.398 4.528
N4 3.074 7.328 4.504
C14 3.847 8.422 5.060
H28 2.374 5.197 6.984
H29 3.906 6.065 6.823
H30 2.399 6.957 7.164
H31 2.862 7.346 3.519
H32 3.318 9.362 4.896
H33 4.814 8.476 4.557
H34 4.009 8.289 6.124
C15 -0.216 -5.693 5.177
C16 -0.566 -5.560 3.714
O8 -1.212 -6.416 3.121
N5 -0.140 -4.445 3.074
C17 0.632 -3.346 3.623
H35 -0.625 -6.629 5.550
H36 0.867 -5.703 5.313
H37 -0.649 -4.871 5.749
H38 -0.408 -4.399 2.101
H39 0.067 -2.419 3.520
H40 1.563 -3.252 3.063
H41 0.862 -3.513 4.670
C18 -3.675 4.983 -5.699
C19 -4.296 5.047 -7.071
O9 -4.314 6.073 -7.737
N6 -4.845 3.902 -7.553
C20 -4.912 2.598 -6.913
H42 -3.277 5.960 -5.443
H43 -4.426 4.707 -4.957
H44 -2.861 4.257 -5.685
H45 -5.246 4.005 -8.471
H46 -4.402 1.861 -7.535
H47 -5.956 2.299 -6.806
H48 -4.446 2.612 -5.934
C21 4.838 -3.122 4.087
C22 4.337 -4.492 4.474
O10 3.506 -4.653 5.356
N7 4.841 -5.559 3.803
C23 5.822 -5.567 2.733
H49 4.343 -2.381 4.707
H50 5.914 -3.049 4.246
H51 4.606 -2.911 3.042
H52 4.463 -6.441 4.110
H53 5.384 -6.021 1.843
H54 6.686 -6.161 3.037
H55 6.150 -4.563 2.491
C24 -6.472 0.946 0.872
C25 -6.174 1.033 -0.607
O11 -6.921 1.628 -1.381
N8 -5.051 0.433 -1.049
C26 -4.051 -0.307 -0.291
H56 -7.400 1.473 1.072
H57 -6.587 -0.095 1.177
H58 -5.673 1.410 1.450
H59 -4.908 0.526 -2.043
H60 -3.087 0.181 -0.433
H61 -3.991 -1.317 -0.697
H62 -4.290 -0.351 0.767
C27 1.547 -2.244 7.808
C28 0.655 -1.036 7.653
O12 0.993 -0.058 7.008
N9 -0.561 -1.070 8.266
C29 -1.135 -2.134 9.067
H63 2.471 -2.071 7.265
H64 1.786 -2.409 8.859
H65 1.065 -3.130 7.394
H66 -1.105 -0.234 8.122
H67 -2.068 -2.471 8.611
H68 -1.356 -1.758 10.068
H69 -0.457 -2.976 9.147
C30 1.925 2.867 -7.620
C31 3.295 2.437 -7.156
O13 3.634 2.525 -5.991
N10 4.152 1.935 -8.091
C32 3.926 1.752 -9.510
H70 1.369 3.235 -6.763
H71 2.004 3.667 -8.359
H72 1.384 2.022 -8.048
H73 5.045 1.666 -7.710
H74 4.042 0.697 -9.765
H75 4.663 2.328 -10.075
H76 2.931 2.077 -9.795

Computed properties:
LUMO level ... 1.868 eV
Largest force on an atom ... 3.18 eV Å⁻¹
Kohn-Sham gap ... 4.72 eV
Total charge ... -1
Multiplicity ... 1
Calculated total energy ... -76612.4851 eV

Mulliken atomic charge list, values in e, 6 entries: number 1, C, carries -0.703; number 2, N, carries -0.017; number 3, C, carries -1.180; number 4, C, carries 0.106; number 5, O, carries -0.511; number 6, B, carries 0.836